{
  "formula": "C26H28N4O4",
  "method": "wB97M-V/def2-TZVPD",
  "e_above_lowest_kcal_mol": 21.4,
  "e_homo_ev": -8.7,
  "smiles": "COc1ccccc1N(CC(=O)NCc1ccccc1)C(=O)CCC(=O)Nc1cc(C)ccn1",
  "fmax_ev_per_a": 0.6,
  "e_tot_ev": -41569.0232,
  "multiplicity": 1,
  "elements": ["C", "O", "C", "C", "C", "C", "C", "C", "N", "C", "C", "O", "N", "C", "C", "C", "C", "C", "C", "C", "C", "O", "C", "C", "C", "O", "N", "C", "C", "C", "C", "C", "C", "N", "H", "H", "H", "H", "H", "H", "H", "H", "H", "H", "H", "H", "H", "H", "H", "H", "H", "H", "H", "H", "H", "H", "H", "H", "H", "H", "H", "H"],
  "positions_angstrom": [[-1.226, 0.472, 2.535], [-1.231, -0.436, 1.453], [-0.333, -0.245, 0.447], [0.759, 0.609, 0.522], [1.648, 0.707, -0.533], [1.459, -0.042, -1.680], [0.366, -0.883, -1.771], [-0.544, -0.986, -0.728], [-1.632, -1.890, -0.826], [-1.280, -3.291, -0.988], [-0.365, -3.825, 0.112], [0.513, -4.630, -0.124], [-0.653, -3.366, 1.343], [0.168, -3.679, 2.493], [1.108, -2.548, 2.823], [1.020, -1.865, 4.028], [1.883, -0.817, 4.305], [2.837, -0.440, 3.375], [2.928, -1.116, 2.169], [2.068, -2.163, 1.895], [-2.954, -1.568, -0.729], [-3.806, -2.435, -0.679], [-3.338, -0.102, -0.732], [-2.740, 0.716, -1.883], [-1.756, 1.763, -1.378], [-1.810, 2.228, -0.260], [-0.851, 2.141, -2.320], [0.225, 3.017, -2.201], [0.462, 3.808, -1.081], [1.579, 4.629, -1.075], [1.887, 5.508, 0.095], [2.404, 4.623, -2.199], [2.071, 3.807, -3.263], [1.009, 3.019, -3.273], [-1.331, 1.498, 2.174], [-2.092, 0.206, 3.140], [-0.318, 0.371, 3.135], [0.930, 1.192, 1.412], [2.493, 1.373, -0.453], [2.152, 0.036, -2.503], [0.206, -1.464, -2.667], [-2.217, -3.858, -0.972], [-0.783, -3.462, -1.947], [-1.331, -2.624, 1.448], [-0.480, -3.904, 3.344], [0.741, -4.573, 2.227], [0.276, -2.155, 4.756], [1.809, -0.294, 5.247], [3.510, 0.377, 3.592], [3.671, -0.828, 1.441], [2.139, -2.693, 0.957], [-3.039, 0.355, 0.214], [-4.428, -0.086, -0.772], [-3.536, 1.264, -2.394], [-2.260, 0.071, -2.620], [-0.858, 1.675, -3.218], [-0.211, 3.771, -0.242], [2.926, 5.391, 0.397], [1.242, 5.273, 0.937], [1.736, 6.553, -0.176], [3.284, 5.245, -2.238], [2.679, 3.773, -4.158]],
  "forces_ev_per_a": [[0.0, 0.3, 0.3], [0.1, -0.2, -0.4], [0.0, -0.2, -0.1], [-0.1, 0.0, 0.1], [-0.1, -0.1, 0.0], [0.1, -0.1, -0.1], [0.0, 0.0, 0.1], [0.1, 0.3, 0.3], [0.4, -0.4, 0.0], [0.0, -0.4, -0.2], [-0.4, 0.2, -0.2], [0.3, -0.2, -0.2], [-0.2, 0.1, 0.3], [0.1, -0.1, -0.1], [0.0, 0.0, 0.1], [0.0, -0.1, 0.0], [0.0, 0.1, 0.1], [0.1, 0.1, 0.1], [0.1, -0.1, 0.0], [0.1, 0.0, 0.0], [-0.5, 0.3, 0.0], [-0.2, -0.1, 0.1], [-0.1, 0.0, 0.0], [-0.1, 0.0, 0.3], [-0.1, -0.2, -0.4], [-0.1, 0.2, 0.3], [0.0, 0.0, -0.3], [0.2, 0.3, 0.0], [0.0, 0.1, 0.1], [0.0, -0.2, -0.3], [0.0, 0.0, 0.0], [0.0, 0.0, 0.1], [0.2, 0.2, 0.1], [-0.4, -0.3, -0.1], [0.0, 0.0, 0.0], [0.1, 0.0, 0.0], [-0.1, 0.0, 0.0], [0.0, 0.1, 0.1], [0.1, 0.1, 0.0], [0.1, 0.0, -0.1], [-0.1, -0.1, -0.1], [0.2, 0.1, 0.0], [0.0, 0.0, 0.2], [0.1, 0.0, -0.1], [0.1, 0.0, 0.0], [-0.1, 0.1, 0.1], [-0.1, 0.0, 0.1], [0.0, 0.0, 0.1], [0.1, 0.1, 0.0], [0.1, 0.0, -0.1], [0.0, -0.1, -0.2], [-0.1, 0.0, -0.1], [0.1, -0.1, 0.0], [0.0, 0.0, 0.0], [0.0, 0.1, -0.1], [0.0, 0.0, 0.2], [0.0, 0.0, 0.1], [0.0, 0.0, 0.1], [0.0, 0.0, 0.1], [0.0, 0.1, 0.0], [0.1, 0.1, 0.0], [0.1, 0.1, 0.0]]
}


{
  "formula": "C9H14BrN4",
  "method": "wB97M-V/def2-TZVPD",
  "e_above_lowest_kcal_mol": 0.0,
  "e_homo_ev": -13.7,
  "smiles": "[H]/N=C1\\CCCC/[NH+]=C2/N[C@](C)(Br)N=C12",
  "fmax_ev_per_a": 4.9,
  "e_tot_ev": -85554.3157,
  "multiplicity": 1,
  "total_charge": 1,
  "elements": ["H", "N", "C", "C", "C", "C", "C", "N", "C", "N", "C", "C", "Br", "N", "C", "H", "H", "H", "H", "H", "H", "H", "H", "H", "H", "H", "H", "H"],
  "positions_angstrom": [[1.501, -2.354, 2.264], [0.769, -2.208, 1.559], [0.639, -0.950, 1.305], [1.313, 0.191, 1.995], [1.448, 1.559, 1.128], [2.430, 1.440, -0.087], [1.959, 0.475, -1.217], [0.563, 0.633, -1.505], [-0.438, 0.106, -0.862], [-1.724, 0.167, -1.238], [-2.566, -0.492, -0.245], [-3.254, -1.913, -1.045], [-4.135, 0.751, 0.222], [-1.726, -0.944, 0.714], [-0.486, -0.603, 0.406], [0.591, 0.648, 2.661], [2.262, -0.099, 2.593], [0.516, 1.802, 0.613], [1.548, 2.451, 1.862], [2.368, 2.512, -0.488], [3.554, 1.227, 0.177], [2.521, 0.690, -2.068], [2.177, -0.505, -1.025], [0.231, 1.328, -2.179], [-2.204, 0.589, -2.009], [-2.337, -2.348, -1.273], [-3.849, -1.664, -1.956], [-3.672, -2.490, -0.303]],
  "forces_ev_per_a": [[-0.1, 0.0, -0.2], [0.1, 1.6, -0.4], [0.3, -1.9, 0.9], [0.9, 2.2, -0.1], [1.0, -1.1, 0.3], [1.2, 2.0, 0.6], [0.0, 2.6, 1.9], [-1.1, 0.7, -1.2], [-2.0, 0.2, -0.3], [0.0, 0.0, 0.8], [-3.1, -1.2, -3.6], [1.2, 4.2, -0.2], [1.6, -1.1, 0.0], [2.8, 0.7, 1.5], [-1.9, -1.5, 1.0], [-0.3, -0.8, 1.0], [-1.6, 0.5, -1.2], [-0.4, -0.2, 0.5], [0.6, -1.5, -1.4], [0.6, -1.4, 0.1], [-2.2, 0.3, -0.4], [0.7, 0.5, -1.6], [0.2, -2.7, 0.9], [0.8, -0.4, 0.0], [0.5, 0.4, -0.6], [1.5, -1.1, -0.9], [0.4, 0.0, 1.1], [-1.5, -1.0, 1.5]]
}


{
  "formula": "C25H19CoN5O4Se",
  "method": "wB97M-V/def2-TZVPD",
  "e_above_lowest_kcal_mol": 68.8,
  "e_homo_ev": [-6.2, -6.5],
  "fmax_ev_per_a": 2.8,
  "e_tot_ev": -144842.9356,
  "multiplicity": 2,
  "elements": ["Co", "O", "C", "O", "C", "C", "C", "C", "C", "N", "C", "O", "O", "H", "H", "H", "H", "H", "C", "C", "C", "C", "C", "C", "N", "N", "C", "C", "C", "C", "C", "N", "H", "H", "H", "H", "H", "H", "H", "H", "H", "Se", "C", "C", "C", "C", "C", "C", "H", "H", "H", "H", "H", "N", "C"],
  "positions_angstrom": [[-0.098, -0.474, 1.977], [-1.693, 3.363, 1.414], [-1.223, 2.149, 1.150], [-0.224, 1.643, 2.080], [-2.043, 1.091, 0.698], [-3.236, 1.272, -0.001], [-3.961, 0.172, -0.412], [-3.506, -1.122, -0.111], [-2.328, -1.251, 0.573], [-1.585, -0.166, 0.954], [-1.705, -2.470, 1.096], [-2.058, -3.686, 0.672], [-0.838, -2.356, 1.965], [-1.111, 4.023, 0.987], [-3.572, 2.281, -0.194], [-4.892, 0.303, -0.945], [-4.100, -1.988, -0.374], [-2.651, -3.628, -0.087], [1.378, -2.325, -3.163], [0.356, -1.531, -2.662], [0.403, -1.069, -1.356], [1.472, -1.395, -0.519], [2.503, -2.193, -1.032], [2.450, -2.647, -2.337], [1.466, -0.957, 0.813], [2.585, -1.192, 1.474], [2.468, -0.989, 2.800], [3.575, -1.126, 3.664], [3.408, -0.924, 5.004], [2.142, -0.583, 5.511], [1.103, -0.468, 4.628], [1.247, -0.664, 3.305], [1.347, -2.676, -4.186], [-0.473, -1.244, -3.299], [-0.376, -0.420, -0.988], [3.327, -2.447, -0.382], [3.254, -3.267, -2.715], [4.529, -1.383, 3.228], [4.248, -1.028, 5.679], [1.982, -0.410, 6.565], [0.106, -0.213, 4.965], [0.445, 2.820, -0.526], [-0.093, 2.431, -2.305], [-1.403, 2.639, -2.737], [-1.752, 2.378, -4.054], [-0.794, 1.930, -4.953], [0.510, 1.720, -4.524], [0.859, 1.951, -3.202], [-2.142, 3.010, -2.038], [-2.771, 2.539, -4.383], [-1.061, 1.753, -5.987], [1.256, 1.355, -5.218], [1.866, 1.758, -2.857], [0.986, 3.213, 3.518], [0.412, 2.494, 2.829]],
  "forces_ev_per_a": [[0.0, -0.6, -1.2], [-0.4, 0.1, 0.4], [1.9, 1.0, -1.7], [-0.6, -0.2, 0.5], [-0.9, -0.5, -0.3], [0.5, 0.3, 0.3], [-0.3, -0.6, -0.1], [-0.3, 0.7, -0.2], [0.5, -0.5, 0.3], [0.2, 0.1, 1.0], [-0.3, 0.3, -0.2], [0.0, 0.0, 0.1], [0.1, 0.3, 0.0], [-0.1, -0.1, 0.0], [-0.1, 0.0, 0.0], [0.0, 0.0, 0.0], [0.0, 0.0, -0.1], [0.0, 0.0, 0.0], [0.0, 0.0, 0.0], [0.0, 0.1, 0.0], [0.0, 0.0, 0.0], [-0.1, 0.0, 0.1], [0.0, -0.1, 0.0], [0.0, 0.0, 0.0], [0.1, 0.1, 0.3], [0.1, -0.1, 0.0], [-0.2, 0.1, -0.2], [0.1, 0.0, -0.1], [0.0, 0.0, 0.0], [0.0, 0.0, 0.0], [0.1, 0.0, -0.1], [0.0, 0.0, 0.4], [0.0, 0.0, 0.0], [0.0, 0.0, 0.0], [0.0, 0.1, 0.0], [0.0, 0.0, 0.0], [0.0, 0.0, 0.0], [0.0, 0.0, 0.0], [0.0, 0.0, 0.0], [0.0, 0.0, 0.0], [0.0, 0.0, 0.0], [-0.2, -0.2, 0.7], [-0.4, -0.1, 0.0], [0.1, 0.0, 0.0], [0.0, 0.0, 0.0], [0.0, 0.0, 0.0], [0.0, 0.0, 0.0], [0.0, 0.0, 0.0], [0.0, 0.1, -0.1], [0.0, 0.0, 0.0], [0.0, 0.0, 0.0], [0.0, 0.0, 0.0], [0.0, 0.0, 0.0], [0.1, 0.1, 0.1], [-0.1, -0.1, -0.2]]
}


{
  "formula": "C24H26ClN3O3S2SiTi",
  "method": "wB97M-V/def2-TZVPD",
  "e_homo_ev": [0.7, -1.7],
  "fmax_ev_per_a": 0.3,
  "e_tot_ev": -101114.9030,
  "multiplicity": 3,
  "total_charge": -2,
  "elements": ["Ti", "C", "C", "C", "C", "C", "C", "C", "S", "O", "O", "N", "C", "C", "C", "C", "C", "C", "C", "C", "N", "C", "H", "H", "H", "H", "H", "H", "H", "H", "H", "H", "H", "H", "H", "Cl", "C", "C", "C", "C", "N", "C", "H", "H", "H", "H", "S", "C", "Si", "C", "C", "O", "H", "H", "H", "H", "H", "H", "H", "H", "H"],
  "positions_angstrom": [[-1.044, -0.090, -0.149], [5.328, 2.273, -3.945], [4.508, 1.943, -2.725], [5.018, 2.127, -1.445], [4.256, 1.821, -0.325], [2.970, 1.332, -0.480], [2.443, 1.134, -1.749], [3.215, 1.441, -2.859], [1.971, 1.001, 0.969], [2.903, 0.642, 2.017], [1.201, 2.195, 1.193], [1.009, -0.203, 0.536], [1.609, -1.494, 0.413], [2.970, -1.802, 0.474], [3.388, -3.126, 0.365], [2.481, -4.158, 0.208], [1.104, -3.888, 0.134], [0.104, -4.889, -0.031], [-1.233, -4.480, -0.144], [-1.559, -3.149, -0.069], [-0.637, -2.169, 0.138], [0.681, -2.535, 0.220], [6.346, 2.554, -3.671], [4.889, 3.105, -4.501], [5.383, 1.421, -4.625], [6.026, 2.508, -1.320], [4.657, 1.947, 0.673], [1.443, 0.728, -1.875], [2.799, 1.274, -3.847], [3.711, -1.035, 0.626], [4.451, -3.341, 0.415], [2.818, -5.187, 0.135], [0.392, -5.931, -0.098], [-2.027, -5.201, -0.305], [-2.580, -2.813, -0.193], [-2.500, 4.286, 3.144], [-1.884, 3.790, 1.576], [-1.511, 4.770, 0.653], [-1.064, 4.270, -0.585], [-0.986, 2.926, -0.817], [-1.327, 1.975, 0.112], [-1.806, 2.454, 1.303], [-1.557, 5.822, 0.890], [-0.769, 4.946, -1.379], [-0.650, 2.528, -1.764], [-2.101, 1.718, 2.037], [-1.135, -0.139, -2.308], [-5.224, -1.322, 0.041], [-4.065, -0.808, 1.435], [-3.901, -2.250, 2.639], [-4.866, 0.615, 2.377], [-2.640, -0.356, 0.849], [-6.193, -1.662, 0.419], [-4.776, -2.134, -0.536], [-5.391, -0.488, -0.644], [-4.819, -2.392, 3.219], [-3.081, -2.060, 3.335], [-3.672, -3.182, 2.119], [-5.862, 0.347, 2.744], [-4.957, 1.498, 1.741], [-4.254, 0.895, 3.239]],
  "forces_ev_per_a": [[-0.1, 0.0, -0.3], [0.0, 0.0, 0.0], [0.0, 0.0, 0.0], [0.0, 0.0, 0.0], [0.0, 0.0, 0.0], [0.0, 0.0, 0.0], [0.0, 0.0, 0.0], [0.0, 0.0, 0.0], [0.0, 0.1, 0.0], [0.0, 0.0, 0.0], [0.0, 0.0, 0.0], [0.2, 0.1, 0.0], [-0.1, 0.0, 0.1], [0.0, 0.0, -0.1], [0.0, 0.0, 0.0], [0.0, 0.0, 0.0], [0.0, 0.1, 0.0], [0.0, 0.0, 0.0], [0.0, 0.0, 0.0], [0.0, 0.0, 0.0], [-0.1, 0.2, 0.0], [0.1, 0.0, 0.1], [0.0, 0.0, 0.0], [0.0, 0.0, 0.0], [0.0, 0.0, 0.0], [0.0, 0.0, 0.0], [0.0, 0.0, 0.0], [0.0, 0.0, 0.0], [0.0, 0.0, 0.0], [0.0, 0.0, 0.0], [0.0, 0.0, 0.0], [0.0, 0.0, 0.0], [0.0, 0.0, 0.0], [0.0, 0.0, 0.0], [0.0, 0.0, 0.0], [0.0, 0.0, 0.0], [0.0, 0.0, 0.0], [0.0, -0.1, 0.0], [0.0, 0.0, 0.0], [0.0, -0.1, 0.0], [0.0, -0.2, -0.1], [0.1, 0.0, 0.1], [0.0, 0.0, 0.0], [0.0, 0.0, 0.0], [0.0, 0.0, 0.0], [0.0, 0.0, 0.0], [0.0, 0.0, 0.2], [0.0, 0.0, 0.1], [0.0, 0.0, -0.1], [0.0, 0.0, 0.0], [0.0, 0.0, 0.0], [-0.1, -0.1, 0.0], [0.0, 0.0, 0.0], [0.0, 0.0, 0.0], [0.0, 0.0, 0.0], [0.0, 0.0, 0.0], [0.0, 0.0, 0.0], [0.0, 0.0, 0.0], [0.0, 0.0, 0.0], [0.0, 0.0, 0.0], [0.0, 0.0, 0.0]]
}